1.
Below is a single C3H6ClNOS molecule in a non-equilibrium geometry, with properties calculated with ωB97M-V/def2-TZVPD.

E_LUMO	0.44	eV
HOMO	-9.671	eV
ΔE to the lowest compared entry with this formula, charge and spin	17.7	kcal/mol

Last column: natural (NBO) charge in e.
Positions of all 13 atoms, in Å:
C (-0.2498, 1.1769, 1.1332)  -0.63
C (0.0264, -0.3105, 0.9556)  -0.20
N (0.0383, -0.7574, -0.4719)  -0.60
S (-1.4995, -1.1333, -1.2104)  0.21
C (1.2405, -0.5381, -1.1623)  0.64
O (2.3115, -0.2971, -0.6855)  -0.55
Cl (1.0863, -0.8830, -2.8649)  -0.05
H (-0.9676, 1.2122, 0.3094)  0.21
H (-0.7265, 1.3250, 2.1396)  0.22
H (0.5618, 1.8745, 1.0562)  0.23
H (0.8698, -0.5654, 1.4329)  0.21
H (-0.8070, -1.0211, 1.3281)  0.21
H (-1.8841, -0.0828, -1.9601)  0.11

---

2.
Below is 2 unconnected molecules or ions with the total composition H4N2O3Si in a non-equilibrium geometry, with properties calculated with ωB97M-V/def2-TZVPD.

E_LUMO	-0.74	eV
HOMO	-10.573	eV
ΔE to the lowest compared entry with this formula, charge and spin	71.1	kcal/mol

Last column: natural (NBO) charge in e.
Positions of all 10 atoms, in Å:
H (-1.5899, -1.1212, 0.2896)  0.41
N (-0.6542, -0.7276, 0.5246)  -1.35
Si (0.6749, -1.3988, -0.0895)  1.71
O (1.8340, -0.1907, -0.6574)  -0.69
N (2.6165, 0.5623, 0.0889)  0.42
O (2.5227, 0.2611, 1.2454)  -0.33
H (1.5465, -2.5876, -0.4327)  -0.16
O (-0.2683, 2.1151, -1.2805)  -0.95
H (0.0280, 2.0537, -2.2074)  0.47
H (-0.0762, 1.3139, -0.8340)  0.48

---

3.
Below is a molecular structure, C3H3FN2O2 in a non-equilibrium geometry, with properties calculated with ωB97M-V/def2-TZVPD.

E_LUMO	0.38	eV
HOMO	-8.947	eV
ΔE to the lowest compared entry with this formula, charge and spin	162.9	kcal/mol

Last column: natural (NBO) charge in e.
Positions of all 11 atoms, in Å:
C (0.7479, -0.4137, -0.2172)  0.46
C (-0.5880, -1.0998, -0.0279)  -0.42
C (-1.5012, -0.1497, -0.0007)  0.55
H (2.2041, 0.7693, 1.1301)  0.43
H (-1.1007, -2.1821, -0.1510)  0.27
H (-1.2903, 1.8264, -0.7196)  0.38
N (1.9275, -0.8894, -0.1219)  -0.19
N (-0.9545, 1.1729, 0.0466)  -0.33
O (2.8533, 0.2151, 0.1448)  -0.54
O (0.4674, 0.9957, -0.2144)  -0.35
F (-2.7654, -0.2447, 0.1313)  -0.27

---

4.
Below is 8 unconnected molecules or ions with the total composition C14H42ClO14 in a non-equilibrium geometry, with properties calculated with ωB97M-V/def2-TZVPD.

E_LUMO	2.45	eV
HOMO	-7.157	eV
charge	-1

Last column: Mulliken charge in e.
Positions of all 71 atoms, in Å:
Cl (-16.6192, -9.2177, 3.6422)  -0.76
C (-17.8111, -11.8514, 6.1105)  0.17
C (-18.3550, -12.3517, 7.4226)  -0.55
O (-19.1090, -11.3491, 8.1299)  -0.54
O (-17.3126, -10.5281, 6.3181)  -0.56
H (-18.6750, -11.7406, 5.4252)  0.34
H (-17.0608, -12.5744, 5.7290)  -0.06
H (-17.5812, -12.6692, 8.0631)  0.33
H (-19.0045, -13.2533, 7.2238)  0.28
H (-18.9856, -10.5328, 7.7082)  0.34
H (-17.4255, -10.0994, 5.4472)  0.09
C (-16.0185, -14.2507, 3.3336)  -0.45
C (-16.4555, -15.4057, 2.4142)  -0.47
O (-15.5248, -15.7094, 1.3546)  -0.57
O (-16.2028, -12.9684, 2.7096)  0.07
H (-14.9639, -14.3805, 3.5941)  0.45
H (-16.7033, -14.3573, 4.2079)  0.15
H (-17.4808, -15.1630, 1.9581)  0.21
H (-16.5695, -16.2406, 3.0924)  0.38
H (-14.9308, -14.9367, 1.3666)  0.34
H (-15.7635, -12.3078, 3.2991)  0.12
C (-19.2107, -12.5988, 1.7112)  0.61
C (-20.4979, -12.5283, 0.8872)  -0.75
O (-21.1493, -13.7701, 0.4732)  -0.57
O (-18.2283, -13.2728, 0.9257)  -0.54
H (-19.3115, -13.0905, 2.6628)  0.13
H (-18.8957, -11.5732, 1.8557)  -0.05
H (-20.3735, -11.9229, 0.0002)  0.33
H (-21.2386, -12.0279, 1.4887)  0.34
H (-20.4424, -14.2050, -0.0024)  0.34
H (-17.3532, -13.0478, 1.2736)  0.13
C (-15.0443, -10.5401, -1.0668)  -0.75
C (-15.5661, -10.6631, 0.2702)  0.84
O (-15.7758, -9.3461, 0.7383)  -0.42
O (-13.7303, -9.9789, -1.0791)  -0.59
H (-15.6107, -9.9476, -1.8108)  0.31
H (-14.8602, -11.5558, -1.4908)  0.30
H (-14.7863, -11.2054, 0.9139)  0.01
H (-16.5038, -11.2722, 0.2683)  -0.21
H (-15.8511, -9.3249, 1.6924)  0.12
H (-13.8824, -9.1360, -0.6334)  0.34
C (-13.3154, -7.8857, 4.5531)  0.21
C (-12.1533, -7.0108, 4.8405)  -0.47
O (-12.6077, -5.6704, 5.0722)  -0.56
O (-13.8507, -7.4609, 3.3024)  -0.60
H (-14.0953, -7.7934, 5.3347)  0.30
H (-12.9261, -8.8620, 4.5068)  -0.06
H (-11.4850, -7.0104, 3.9858)  0.28
H (-11.6158, -7.3135, 5.7422)  0.32
H (-13.3207, -5.5512, 4.4401)  0.33
H (-14.7408, -7.8193, 3.1169)  0.26
C (-13.3286, -11.3049, 6.3137)  -0.42
C (-13.7560, -12.0517, 5.0528)  -0.26
O (-14.4343, -11.2086, 4.0202)  -0.39
O (-14.2834, -11.3670, 7.3914)  -0.57
H (-13.0836, -10.2503, 6.1272)  0.02
H (-12.4712, -11.8020, 6.7363)  0.43
H (-14.3917, -12.8221, 5.4628)  0.26
H (-12.9172, -12.6114, 4.5961)  0.39
H (-15.0071, -10.5639, 4.4407)  0.02
H (-15.0959, -10.9521, 7.1038)  0.29
C (-19.2896, -8.0629, 0.3621)  0.10
C (-18.9009, -6.9573, 1.4476)  -0.28
O (-19.2390, -7.5378, 2.7024)  -0.54
O (-20.7354, -8.2233, 0.4170)  -0.56
H (-18.8111, -8.9651, 0.7232)  -0.15
H (-18.9920, -7.8756, -0.7073)  0.33
H (-19.5722, -6.0848, 1.3541)  0.26
H (-17.8474, -6.6188, 1.3642)  0.21
H (-18.4417, -8.0345, 3.0636)  0.27
H (-20.9209, -8.7458, 1.2306)  0.33

---

5.
Below is a molecular structure, C11H30BN2O4Si2 in a non-equilibrium geometry, with properties calculated with ωB97M-V/def2-TZVPD.

E_LUMO	2.07	eV
HOMO	-3.607	eV
charge	-1

Last column: natural (NBO) charge in e.
Positions of all 50 atoms, in Å:
C (5.2971, 2.6412, -0.4400)  -0.64
C (5.1699, 3.2102, 0.9678)  -0.09
O (4.7988, 4.5935, 0.9298)  -0.25
O (3.4817, 4.7098, 1.5144)  -0.29
C (2.7965, 5.6831, 0.8160)  0.87
O (3.3107, 6.7425, 0.4749)  -0.61
N (1.4749, 5.3315, 0.6577)  -0.90
B (1.1610, 4.0210, -0.0186)  1.12
O (1.3778, 3.8692, -1.3503)  -0.88
C (0.5167, 2.8257, 0.7639)  -0.79
C (1.3741, 1.5644, 0.5780)  -0.58
H (4.7025, 3.2390, -1.1120)  0.22
H (6.3245, 2.6155, -0.7649)  0.21
H (4.8901, 1.6395, -0.4559)  0.22
H (6.1034, 3.1365, 1.5087)  0.18
H (4.4235, 2.6774, 1.5348)  0.21
H (1.0293, 6.1034, 0.1780)  0.41
H (2.1325, 4.3591, -1.6832)  0.49
H (-0.4651, 2.6720, 0.3270)  0.25
H (0.4115, 3.0654, 1.8124)  0.22
H (1.2104, 1.1809, -0.4175)  0.22
H (2.4176, 1.7827, 0.7307)  0.18
H (1.0637, 0.7981, 1.2733)  0.23
C (-2.0661, -5.3566, -2.4158)  -1.12
Si (-2.7168, -3.8974, -1.3954)  1.83
C (-4.3328, -4.5004, -0.6000)  -1.13
C (-3.1923, -2.5558, -2.6534)  -1.13
N (-1.5406, -3.4309, -0.3002)  -1.74
Si (-1.6546, -2.1868, 0.8104)  1.83
C (-3.0400, -2.4009, 2.0913)  -1.13
C (-1.8830, -0.4663, 0.0388)  -1.13
C (-0.0381, -2.0923, 1.7994)  -1.12
H (-2.8069, -5.6934, -3.1517)  0.20
H (-1.1595, -5.0677, -2.9517)  0.22
H (-1.8284, -6.1984, -1.7620)  0.22
H (-4.9746, -5.0026, -1.3360)  0.20
H (-4.9089, -3.6723, -0.1805)  0.21
H (-4.1170, -5.2116, 0.1993)  0.22
H (-2.2952, -2.1089, -3.0856)  0.22
H (-3.7865, -1.7635, -2.1920)  0.21
H (-3.7905, -2.9743, -3.4736)  0.20
H (-4.0252, -2.2358, 1.6491)  0.22
H (-2.9318, -1.6870, 2.9189)  0.20
H (-3.0133, -3.4083, 2.5102)  0.22
H (-1.1647, -0.3147, -0.7698)  0.22
H (-1.7209, 0.3198, 0.7899)  0.20
H (-2.8903, -0.3298, -0.3609)  0.22
H (0.8046, -1.9109, 1.1281)  0.22
H (0.1377, -3.0317, 2.3269)  0.22
H (-0.0674, -1.2831, 2.5413)  0.20

---

6.
Below is a molecular structure, C18H11BeBrN4O2S2, with properties calculated with ωB97M-V/def2-TZVPD.

E_LUMO	-0.97	eV
HOMO	-8.290	eV

Last column: natural (NBO) charge in e.
Positions of all 39 atoms, in Å:
Be (-2.1916, 1.4592, -0.2923)  1.45
C (-4.1649, 0.9338, 1.6133)  -0.25
O (-2.8067, 0.8271, 1.1334)  -0.63
C (-1.9951, -0.2157, 1.5716)  0.25
C (-2.3771, -1.2275, 2.4120)  -0.28
C (-1.4238, -2.2056, 2.6827)  -0.07
Br (-1.9017, -3.6349, 3.8169)  0.10
C (-0.1557, -2.1559, 2.1519)  -0.19
C (0.2388, -1.0959, 1.3207)  -0.10
C (-0.7193, -0.1469, 1.0348)  0.29
O (-0.5762, 0.9649, 0.1860)  -0.78
C (1.6434, -1.0907, 0.8548)  0.35
N (2.4324, -2.1010, 1.0806)  -0.43
C (3.6505, -1.7686, 0.5170)  0.07
C (4.8464, -2.4881, 0.4780)  -0.19
C (5.9270, -1.8987, -0.1425)  -0.22
C (5.8379, -0.6173, -0.7171)  -0.19
C (4.6646, 0.1082, -0.6875)  -0.26
C (3.5798, -0.5012, -0.0620)  0.16
N (2.2805, -0.0812, 0.1627)  -0.56
H (-4.1513, 1.0137, 2.6965)  0.20
H (-4.7350, 0.0687, 1.2851)  0.21
H (-4.5617, 1.8392, 1.1683)  0.24
H (-3.3678, -1.2838, 2.8383)  0.25
H (0.5763, -2.9172, 2.3775)  0.27
H (-0.0256, 0.7648, -0.5870)  0.53
H (4.9090, -3.4734, 0.9225)  0.23
H (6.8696, -2.4288, -0.1902)  0.22
H (6.7116, -0.1926, -1.1947)  0.22
H (4.5964, 1.0920, -1.1353)  0.22
H (1.9799, 0.8511, -0.0577)  0.41
S (-2.6259, 3.2930, -0.9923)  -0.43
C (-2.8845, 2.2843, -2.4018)  -0.19
S (-2.6059, 0.5815, -2.1074)  -0.45
C (-3.2674, 2.7853, -3.6124)  -0.42
C (-3.4842, 4.1915, -3.7957)  0.29
N (-3.6550, 5.3217, -3.9394)  -0.32
C (-3.4574, 1.9202, -4.7418)  0.29
N (-3.6104, 1.2248, -5.6472)  -0.32

---

7.
Below is a single C6H16N2 molecule in a non-equilibrium geometry, with properties calculated with ωB97M-V/def2-TZVPD.

E_LUMO	1.01	eV
HOMO	-8.364	eV
ΔE to the lowest compared entry with this formula, charge and spin	35.5	kcal/mol

Last column: natural (NBO) charge in e.
Positions of all 24 atoms, in Å:
C (2.4817, -1.9839, 1.7983)  -0.41
N (1.7876, -2.1494, 0.5431)  -0.63
C (0.7665, -1.2561, 0.0035)  -0.22
C (0.5349, 0.0578, 0.7161)  -0.41
C (-0.8471, 0.7314, 0.4759)  -0.40
C (-1.3499, 0.8331, -0.9619)  -0.06
C (-1.1806, 2.2776, -1.4666)  -0.62
N (-2.7146, 0.3143, -1.2316)  -0.81
H (2.1590, -2.6787, 2.5822)  0.18
H (3.5481, -1.9984, 1.5939)  0.20
H (2.2560, -1.0614, 2.3721)  0.18
H (2.4813, -2.2389, -0.1915)  0.36
H (-0.1964, -1.7858, -0.1029)  0.18
H (0.9436, -1.1304, -1.0740)  0.19
H (1.3256, 0.7663, 0.4245)  0.19
H (0.6163, 0.0800, 1.8044)  0.21
H (-0.8477, 1.6827, 1.0073)  0.20
H (-1.5114, 0.0582, 1.0389)  0.21
H (-0.6736, 0.1440, -1.4754)  0.18
H (-0.1801, 2.6868, -1.3056)  0.21
H (-1.9536, 2.9024, -1.0273)  0.20
H (-1.2995, 2.3335, -2.5481)  0.20
H (-3.3602, 0.9340, -0.7475)  0.34
H (-2.7858, 0.4808, -2.2280)  0.35

---

8.
Below is a molecular structure, C22H28N4NiO2SbSe, with properties calculated with ωB97M-V/def2-TZVPD.

spin multiplicity	3
E_LUMO (spin up / spin down)	-4.21 / -4.41	eV
HOMO (spin up / spin down)	-11.140 / -11.571	eV
charge	+1

Last column: natural (NBO) charge in e.
Positions of all 59 atoms, in Å:
Ni (2.1121, 0.2103, -0.4027)  1.08
O (-0.8052, -0.8623, 5.8409)  -0.36
N (-0.3634, 0.2645, 5.7408)  0.53
O (-0.3457, 1.0996, 6.6142)  -0.33
C (0.2021, 0.6504, 4.4271)  0.05
C (0.0899, 1.9520, 4.0936)  -0.13
C (0.5305, 2.4050, 2.8084)  -0.11
C (0.4289, 3.7430, 2.3864)  -0.08
C (0.8691, 4.0851, 1.1327)  -0.24
C (1.3983, 3.0888, 0.3054)  0.09
N (1.5022, 1.8255, 0.6825)  -0.56
C (1.0824, 1.4800, 1.9219)  0.25
C (1.2346, 0.0993, 2.3118)  0.12
N (1.8243, -0.7162, 1.4027)  -0.53
C (2.0228, -1.9844, 1.7139)  0.10
C (1.6492, -2.5042, 2.9589)  -0.23
C (1.0366, -1.6996, 3.8831)  -0.11
C (0.7996, -0.3429, 3.5662)  -0.02
H (-0.3480, 2.6478, 4.7954)  0.27
H (0.0095, 4.4854, 3.0528)  0.24
H (0.8181, 5.1023, 0.7735)  0.25
H (1.7468, 3.3288, -0.6916)  0.22
H (2.4949, -2.6072, 0.9642)  0.26
H (1.8489, -3.5437, 3.1739)  0.25
H (0.7354, -2.0940, 4.8392)  0.26
Se (3.8817, -0.5933, -1.7248)  -0.25
C (3.6814, -2.3629, -1.2577)  0.03
N (3.5444, -3.4637, -0.9406)  -0.40
C (0.0402, -3.2427, -1.8395)  -0.63
C (-0.4274, -2.0459, -2.6691)  -0.49
C (-1.8510, -2.2559, -3.1688)  -0.63
Sb (-0.1198, -0.2391, -1.5511)  1.08
C (-1.7835, 0.0710, -0.2264)  -0.51
C (-1.9393, -1.1007, 0.7390)  -0.63
C (-3.0953, 0.4078, -0.9236)  -0.63
C (-0.2679, 1.4323, -2.9045)  -0.51
C (1.1233, 1.8476, -3.3770)  -0.62
C (-1.1882, 1.2151, -4.1008)  -0.63
H (-0.0365, -4.1547, -2.4340)  0.23
H (-0.5898, -3.3803, -0.9578)  0.20
H (1.0767, -3.1545, -1.5160)  0.23
H (0.2541, -1.9159, -3.5161)  0.23
H (-2.5196, -2.4915, -2.3386)  0.21
H (-1.8688, -3.1127, -3.8451)  0.23
H (-2.2588, -1.4014, -3.7072)  0.22
H (-1.4541, 0.9556, 0.3337)  0.21
H (-2.2916, -1.9924, 0.2178)  0.22
H (-2.6790, -0.8647, 1.5070)  0.23
H (-1.0061, -1.3617, 1.2444)  0.20
H (-3.4574, -0.4258, -1.5261)  0.22
H (-3.0079, 1.2814, -1.5705)  0.21
H (-3.8632, 0.6287, -0.1788)  0.22
H (-0.6877, 2.2244, -2.2733)  0.21
H (1.5637, 1.0920, -4.0303)  0.23
H (1.8366, 2.0048, -2.5560)  0.18
H (1.0702, 2.7806, -3.9414)  0.23
H (-0.8255, 0.4025, -4.7328)  0.21
H (-1.2141, 2.1153, -4.7184)  0.23
H (-2.2137, 0.9872, -3.8104)  0.22

---

> What is the formula in the first record?

C3H6ClNOS